86
Properties=species:S:1:pos:R:3:forces:R:3 method="wB97M-V/def2-TZVPD" largest_force_ev_per_a=0.1 e_above_lowest_kj_mol=22.8 gap_ev=8.295
Bi -1.671193 0.699352 0.381745 0.039 -0.015 -0.131
C 1.568406 -2.749844 0.771446 0.017 0.005 -0.014
C 1.198964 -2.917267 -0.706287 0.021 -0.032 0.012
N -0.221184 -2.816739 -0.975044 -0.014 0.033 0.020
C -1.024041 -3.993449 -0.722743 0.004 -0.032 0.005
C -1.317032 -4.284732 0.750224 0.005 -0.030 0.005
S -1.892019 -2.883173 1.757747 0.004 0.002 -0.004
C -0.566802 -2.752822 2.991519 0.010 -0.013 0.014
C 0.532406 -1.711232 2.755611 0.027 -0.011 0.006
N 0.955547 -1.577140 1.374387 -0.016 -0.013 -0.006
H 1.260179 -3.633574 1.329794 -0.001 0.010 -0.002
H 2.665489 -2.725707 0.835641 0.001 0.001 0.011
H 1.698899 -2.130527 -1.272698 0.005 0.038 -0.003
H 1.627161 -3.874286 -1.052109 -0.008 0.005 -0.005
H -0.384312 -2.501443 -1.919035 -0.002 -0.012 -0.034
H -1.971298 -3.856917 -1.244183 0.000 -0.003 0.003
H -0.564174 -4.907006 -1.138601 -0.004 -0.002 0.000
H -2.093239 -5.050726 0.787961 -0.005 0.002 0.000
H -0.447170 -4.709949 1.247767 -0.015 0.002 0.000
H -1.056472 -2.516880 3.938304 -0.012 0.004 -0.006
H -0.150005 -3.753979 3.109234 -0.003 0.000 -0.002
H 0.163236 -0.737133 3.067056 0.003 0.012 0.002
H 1.358992 -1.972662 3.439351 -0.003 -0.004 -0.007
H 1.578296 -0.786258 1.295307 0.018 0.020 -0.017
Cl -1.428510 3.589447 -2.129055 -0.006 0.007 0.046
C -2.043743 2.095048 -2.734362 0.007 -0.041 0.025
C -2.220772 1.012932 -1.877900 0.031 0.053 -0.015
C -2.789552 -0.122957 -2.433569 -0.012 0.005 0.007
Cl -3.219557 -1.433710 -1.369624 -0.016 0.003 -0.016
C -3.066508 -0.253466 -3.790780 0.005 0.004 0.003
Cl -3.678503 -1.729406 -4.430541 -0.006 -0.006 0.001
C -2.832734 0.831373 -4.628208 0.007 -0.014 -0.012
Cl -3.140099 0.699736 -6.313554 -0.007 -0.001 -0.007
C -2.354782 2.024468 -4.092148 0.005 -0.004 0.001
Cl -2.156648 3.393424 -5.114114 -0.013 0.011 -0.011
S -0.741830 3.011782 1.133876 -0.001 0.014 0.018
C 0.748867 3.609363 0.372806 -0.003 0.002 -0.001
C 1.097127 4.907130 0.770995 -0.003 -0.002 -0.002
C 2.240173 5.519097 0.294371 0.008 -0.002 -0.004
C 3.077497 4.850069 -0.591007 -0.003 0.005 0.004
C 2.741870 3.571084 -0.992442 -0.011 -0.005 -0.004
C 1.577687 2.948469 -0.537286 0.012 0.010 -0.003
As 1.166449 1.140618 -1.087515 -0.013 -0.020 0.067
C 2.946558 0.383592 -0.819045 -0.002 -0.007 -0.025
C 3.620406 -0.328618 -1.803551 -0.003 -0.007 0.000
C 4.852068 -0.910383 -1.526829 0.006 0.004 0.001
C 5.417824 -0.783876 -0.267315 0.002 -0.004 -0.001
C 4.754074 -0.062939 0.717384 0.002 0.001 0.001
C 3.526499 0.519260 0.441257 0.001 -0.006 0.009
C 1.074024 1.190973 -3.026605 0.016 0.019 -0.001
C 1.322766 2.314869 -3.804848 -0.002 -0.006 0.008
C 1.168316 2.251969 -5.183619 0.008 -0.006 -0.001
C 0.764203 1.072837 -5.792849 0.004 0.006 -0.002
C 0.508079 -0.051582 -5.020334 -0.016 -0.006 -0.002
C 0.657202 0.013154 -3.643149 -0.033 -0.002 -0.002
H 0.450683 5.431707 1.463467 0.001 -0.003 -0.003
H 2.481378 6.523068 0.619968 0.000 -0.002 -0.002
H 3.980492 5.318955 -0.958978 -0.003 -0.001 0.002
H 3.399254 3.032457 -1.665666 -0.001 -0.002 -0.006
H 3.191229 -0.429642 -2.793344 0.006 0.000 0.006
H 5.370043 -1.461039 -2.301865 -0.001 0.002 0.002
H 6.376390 -1.238642 -0.053665 -0.003 0.001 -0.001
H 5.194928 0.050693 1.699619 -0.001 0.000 -0.002
H 3.024870 1.099421 1.210335 -0.002 -0.001 0.001
H 1.608873 3.249526 -3.340800 0.007 0.000 0.007
H 1.347554 3.136081 -5.781941 -0.002 -0.003 0.002
H 0.630215 1.034935 -6.866203 0.000 -0.001 0.004
H 0.172373 -0.969891 -5.486418 0.002 0.004 0.001
H 0.424661 -0.856987 -3.038184 0.010 -0.007 0.008
Br -4.069996 1.709987 0.898050 -0.019 -0.021 0.014
N -0.044846 1.662718 4.144719 -0.027 0.051 -0.023
C -1.199533 0.989071 4.420420 -0.064 -0.077 -0.063
N -1.958915 0.455584 3.517013 0.031 0.094 0.105
C -3.025161 -0.216475 4.116198 0.028 -0.003 0.005
C -4.035045 -0.900205 3.444730 -0.018 0.034 0.001
C -5.019267 -1.534785 4.179624 0.001 -0.001 -0.002
C -5.017044 -1.500406 5.574276 -0.007 -0.007 0.003
C -4.022350 -0.824890 6.259189 0.006 0.002 0.006
C -3.037410 -0.189820 5.516822 0.004 -0.007 -0.006
S -1.672443 0.728163 6.088446 0.008 -0.015 0.010
H -0.040844 2.114402 3.231069 0.003 -0.022 -0.001
H 0.324190 2.234346 4.886984 -0.004 -0.004 0.001
H -4.049944 -0.917775 2.364850 -0.001 0.013 0.005
H -5.806954 -2.065344 3.660898 0.004 0.000 0.001
H -5.799617 -2.003330 6.126859 0.003 0.002 -0.001
H -4.014852 -0.791546 7.340696 0.000 0.000 -0.003